# 1
Density functional theory data (ωB97M-V/def2-TZVPD) for a cluster of 5 separate species, C25H33Br10FINO2S2 in total in a non-equilibrium geometry.

The geometry in ORCA input format:
```
! RIJCOSX wB97M-V def2-TZVPD def2/J DEFGRID3
* xyz 0 1
C -4.00712 0.36306 -1.16860
C -2.88401 -0.27930 -0.20536
C -1.63094 -0.91347 -0.97732
I -2.29586 -2.20465 -2.64604
C -0.57411 0.19893 -1.49292
C -0.83393 0.88029 -2.86055
C 0.17918 1.94248 -3.41299
C 1.43880 2.25791 -2.52657
S 2.64703 3.52685 -3.20930
O 2.80900 4.67499 -2.23289
O 3.99827 2.89143 -3.43982
F 2.01210 4.13937 -4.66529
C 1.74511 1.58430 -1.14033
C 0.70822 0.54498 -0.63775
S 1.02044 -0.28822 1.00655
C 2.10706 0.94679 1.87344
C 2.19502 0.99687 3.44648
C 3.14913 2.02235 4.16670
C 3.99963 3.03162 3.28860
C 3.88307 2.96577 1.74428
C 2.96327 1.94466 0.97404
N 3.00807 1.99075 -0.49410
H -3.51403 0.54347 -2.19382
H -4.31032 1.40701 -0.78062
H -4.89525 -0.35497 -1.22979
H -2.55107 0.44393 0.63341
H -3.40022 -1.15860 0.34535
H -1.09871 -1.61605 -0.22925
H -1.71997 0.65425 -3.54672
H 0.06522 2.46118 -4.41701
H 1.59431 0.30117 4.12629
H 3.26191 2.06044 5.30781
H 4.72599 3.78819 3.73272
H 4.51375 3.69610 1.11579
H 3.70168 1.26588 -0.76929
Br -7.09847 -0.07844 0.73033
C -6.89541 -0.44011 2.63318
C -5.53484 -1.01527 2.94373
Br -5.43088 -2.89677 2.44300
H -7.71635 -1.09727 2.92016
H -7.02322 0.52795 3.12055
H -5.34790 -0.99658 4.01866
H -4.72061 -0.50413 2.42965
Br -0.78737 4.79289 -1.59266
C -0.43595 6.69061 -1.86029
C -0.18731 7.39168 -0.54837
Br -1.85337 7.70149 0.41552
H -1.28349 7.09621 -2.41301
H 0.45448 6.72785 -2.49066
H 0.23219 8.38480 -0.71666
H 0.46839 6.83431 0.12052
Br 4.11525 0.19168 1.78196
C 5.31048 -1.11411 0.92687
C 6.03953 -1.95614 1.94849
Br 7.50258 -0.96216 2.76765
H 5.98148 -0.55078 0.27593
H 4.65432 -1.73637 0.31452
H 6.51326 -2.81817 1.47329
H 5.39738 -2.30272 2.75879
Br -7.03196 -7.02499 -0.53034
C -5.13381 -7.27616 -0.16710
C -4.55849 -6.09785 0.57863
Br -4.26526 -4.58191 -0.61116
H -4.64789 -7.45875 -1.12559
H -5.07846 -8.18044 0.44145
H -3.57223 -6.33989 0.97813
H -5.19712 -5.74710 1.38971
Br 1.93015 -2.14975 -2.02900
C 2.45717 -4.02509 -1.96037
C 3.70439 -4.21367 -1.13284
Br 5.29627 -3.66552 -2.11484
H 2.56738 -4.36220 -2.99114
H 1.61126 -4.54121 -1.50280
H 3.85999 -5.26985 -0.90679
H 3.69371 -3.64585 -0.20221
*
```

Max |F| (eV/Å): 8.6
HOMO (eV): -7.292


# 2
Density functional theory data (ωB97M-V/def2-TZVPD) for a structure of composition C25H33BrNOPtS2Te.

The geometry in ORCA input format:
```
! RIJCOSX wB97M-V def2-TZVPD def2/J DEFGRID3
* xyz 1 3
Pt -0.42686 0.90880 0.45966
C 6.16670 -0.07622 3.50289
C 5.05561 -0.09088 4.55550
C 5.26209 -1.31763 5.45839
C 5.15888 1.19687 5.39280
C 3.66823 -0.14864 3.93825
C 3.46554 -0.08763 2.55671
C 2.19454 -0.14997 2.06835
Br 1.95332 0.06970 0.17175
C 1.01209 -0.30503 2.87037
O -0.10986 -0.54869 2.30905
C 1.23021 -0.21834 4.30135
C 2.53563 -0.19658 4.75455
C 0.13309 -0.16467 5.37495
C 0.40413 1.08033 6.24248
C 0.22654 -1.43051 6.24226
C -1.30908 -0.04355 4.88502
H 7.13407 -0.05803 4.00430
H 6.11046 0.80897 2.86656
H 6.13356 -0.96968 2.87636
H 6.26846 -1.29473 5.87790
H 5.14980 -2.23835 4.88374
H 4.55101 -1.33889 6.28494
H 6.16192 1.28992 5.81166
H 4.44580 1.19727 6.21780
H 4.96354 2.07154 4.76945
H 4.29459 0.01299 1.87165
H 2.69653 -0.19468 5.82492
H 1.35434 1.01578 6.77236
H -0.38720 1.19420 6.98480
H 0.41904 1.97671 5.61831
H 1.22235 -1.55575 6.66818
H -0.00393 -2.31520 5.64603
H -0.49152 -1.37281 7.06175
H -1.45337 0.87861 4.31888
H -1.96800 -0.00957 5.75505
H -1.60775 -0.88616 4.27059
C -3.77954 2.49949 0.87748
Te -2.87822 0.56227 1.13158
C -4.13935 0.11080 -0.55705
C -5.33790 1.00044 -0.35140
C -6.59484 0.67155 -0.84030
C -7.65936 1.54396 -0.66406
C -7.47268 2.74208 0.00784
C -6.22251 3.06685 0.51508
C -5.15379 2.19837 0.34055
H -3.17377 3.06004 0.16368
H -3.80990 3.04883 1.81624
H -4.39568 -0.94608 -0.56216
H -3.61585 0.35092 -1.48233
H -6.74480 -0.27006 -1.35432
H -8.63839 1.27869 -1.04023
H -8.30134 3.42224 0.15387
H -6.07949 3.98968 1.06456
S 0.01967 2.94416 2.04104
C -0.12722 4.14772 0.88905
N 0.00015 5.44321 1.13572
C -0.03320 6.37514 0.01527
C -0.58640 5.60977 -1.18960
S -0.44027 3.82259 -0.78244
H 0.24370 5.76108 2.06152
H 0.97149 6.75373 -0.18112
H -0.67532 7.21930 0.26357
H -0.02258 5.81282 -2.09492
H -1.63722 5.82409 -1.36639
*
```

Max |F| (eV/Å): 1.0
<S²>: 2.0392
Energy relative to the best compared isomer or geometry (same formula, charge and spin) (kcal/mol): 26.7
HOMO (alpha / beta) (eV): -10.417 / -10.316


# 3
Density functional theory data (ωB97M-V/def2-TZVPD) for a structure of composition C25H33LuO2Te in a non-equilibrium geometry.

The geometry in ORCA input format:
```
! RIJCOSX wB97M-V def2-TZVPD def2/J DEFGRID3
* xyz 0 1
O -0.80773 2.25187 -1.83818
C 0.38631 2.68865 -2.65214
C -0.30055 4.01644 -2.88103
H 0.47134 1.99463 -3.49337
H 1.38990 2.74994 -2.11051
C -1.76721 3.22264 -2.20513
H -0.03950 4.55347 -3.83684
H 0.02040 4.80105 -2.17012
C -2.64105 2.48766 -3.26550
H -2.17361 1.62881 -3.75580
H -3.00367 3.16834 -4.05880
H -3.47022 2.06909 -2.72277
C -2.31755 3.85035 -0.85949
H -1.54620 4.30463 -0.17490
H -2.76647 3.09729 -0.25112
H -3.01985 4.64376 -0.93886
Lu 0.18554 -0.89904 0.18851
C 0.96258 1.33650 2.04904
C 1.94812 0.30124 2.07200
C 2.58397 0.26556 0.78880
H 2.25616 -0.26632 2.96481
C 2.10192 1.38152 0.07136
C 1.02263 1.96240 0.77360
H 0.42486 2.81357 0.48181
H 0.36224 1.64227 2.92550
H 3.35380 -0.45016 0.51591
H 2.64172 1.86304 -0.73128
C -1.25344 -0.82752 2.06790
C -1.78136 0.33316 1.42905
C -2.35724 -0.05256 0.20904
H -1.81819 1.32081 1.87270
C -2.15512 -1.45780 0.05520
C -1.53844 -1.95598 1.24732
H -1.34955 -2.98897 1.50842
H -0.73420 -0.86383 3.02029
H -2.99872 0.54111 -0.42589
H -2.50320 -2.06608 -0.78032
O -0.18659 -1.80473 -1.80464
C -0.37997 -1.05347 -3.17129
C 0.35357 -1.87518 -4.25965
H 0.23221 -0.14537 -3.07475
H -1.42755 -0.78219 -3.34338
C 1.29946 -2.79376 -3.52327
H 0.85815 -1.06933 -4.85655
H -0.35548 -2.30243 -4.99496
C 0.98478 -2.73633 -2.00721
H 2.35102 -2.45401 -3.69942
H 1.26753 -3.82464 -3.93802
H 1.81873 -2.19242 -1.52911
H 0.94182 -3.76489 -1.61016
Te 1.57872 -3.19443 1.45686
C 1.34037 -2.66938 3.48275
C 0.10506 -2.80745 4.16958
C -0.04572 -2.29332 5.46595
C 1.05001 -1.71424 6.11932
C 2.28229 -1.61946 5.46970
C 2.44443 -2.13809 4.17992
H -0.72976 -3.27682 3.63794
H -1.00773 -2.36248 5.96868
H 0.93833 -1.36261 7.14359
H 3.12783 -1.15241 5.97964
H 3.39004 -2.07211 3.64923
*
```

Max |F| (eV/Å): 4.3
HOMO (eV): -6.611


# 4
Density functional theory data (ωB97M-V/def2-TZVPD) for an isolated molecule of C25H33N3O5S in a non-equilibrium geometry.

The geometry in ORCA input format:
```
! RIJCOSX wB97M-V def2-TZVPD def2/J DEFGRID3
* xyz 0 1
C 5.48549 4.56070 0.12297
O 6.11827 3.63848 -0.73436
C 5.73586 2.33513 -0.66660
C 6.40519 1.44491 -1.50628
C 6.09695 0.09884 -1.51844
C 5.10036 -0.40467 -0.68200
O 4.70864 -1.69804 -0.61116
C 5.35768 -2.64552 -1.42879
C 4.43955 0.49087 0.15214
S 3.17026 -0.12200 1.25970
O 3.73752 -1.11269 2.12616
O 2.56846 1.03352 1.87828
N 2.10425 -0.83273 0.18971
C 1.80923 -2.23304 0.39719
C 0.74652 -2.43292 1.47668
C -0.51894 -1.60547 1.20958
C -1.31349 -2.16091 0.03000
O -0.80287 -2.84709 -0.83894
N -2.63605 -1.86758 -0.01594
C -3.42177 -1.04786 0.87554
C -4.05528 0.10790 0.09703
N -4.87718 -0.41984 -0.97343
C -5.64234 0.62116 -1.63680
C -6.69567 1.17985 -0.71788
C -7.48012 0.31271 0.03366
C -8.45793 0.80441 0.87796
C -8.66835 2.17027 0.97654
C -7.89302 3.03962 0.22982
C -6.90890 2.54642 -0.61033
C -4.05601 -1.19347 -1.88414
C -3.43294 -2.36036 -1.12224
C -0.13006 -0.14099 0.95024
C 0.93826 -0.04932 -0.14094
C 4.74076 1.83688 0.16826
H 5.63874 4.30021 1.17433
H 4.41243 4.62629 -0.08058
H 5.95324 5.52174 -0.08499
H 7.17792 1.83255 -2.15113
H 6.64179 -0.55296 -2.18226
H 4.88420 -3.59883 -1.20132
H 6.42632 -2.70822 -1.20131
H 5.22151 -2.41831 -2.49092
H 2.74170 -2.70926 0.69525
H 1.46400 -2.64929 -0.55143
H 0.48837 -3.49140 1.53352
H 1.17000 -2.12040 2.43396
H -1.14364 -1.66287 2.10690
H -2.82322 -0.65036 1.69103
H -4.22747 -1.66435 1.29339
H -4.68818 0.69319 0.76757
H -3.25743 0.76751 -0.29531
H -6.13599 0.16548 -2.50204
H -4.99492 1.43532 -2.00961
H -7.30575 -0.74921 -0.04848
H -9.06079 0.12212 1.45941
H -9.43391 2.55525 1.63387
H -8.05152 4.10562 0.30319
H -6.30347 3.23036 -1.18873
H -4.68718 -1.58187 -2.68637
H -3.25412 -0.58071 -2.33510
H -2.78158 -2.94558 -1.77209
H -4.23071 -2.99881 -0.72773
H -1.00049 0.44874 0.65655
H 0.28985 0.28685 1.86252
H 1.26187 0.98565 -0.26174
H 0.54749 -0.42128 -1.09348
H 4.17820 2.45352 0.84936
*
```

Max |F| (eV/Å): 1.1
Energy relative to the best compared isomer or geometry (same formula, charge and spin) (kcal/mol): 67.3
HOMO (eV): -8.159
SMILES string: COc1ccc(OC)c(S(=O)(=O)N2CCC(C(=O)N3CCN(Cc4ccccc4)CC3)CC2)c1